[1]
Density functional theory data (the ωB97M-V functional and the def2-TZVPD basis) for an isolated ion of composition C16H38N2 and charge +2.

Last column: Mulliken charge in e.
Cartesian coordinates (Å):
1 C -0.60 5.98 1.69  -0.923
2 N 0.73 6.48 1.31  -0.093
3 C 1.23 7.36 2.39  -0.893
4 C 0.63 7.27 0.07  -0.866
5 C 1.71 5.36 1.15  -0.684
6 C 1.31 4.24 0.17  -0.569
7 C 0.79 2.97 0.86  -0.429
8 C 0.55 1.86 -0.16  -0.848
9 C 0.09 0.56 0.51  -0.819
10 C -0.12 -0.56 -0.51  -0.817
11 C -0.58 -1.86 0.16  -0.846
12 C -0.81 -2.97 -0.86  -0.428
13 C -1.33 -4.24 -0.18  -0.574
14 C -1.70 -5.37 -1.15  -0.684
15 N -0.72 -6.48 -1.31  -0.092
16 C 0.61 -5.97 -1.68  -0.922
17 C -0.62 -7.27 -0.07  -0.867
18 C -1.20 -7.37 -2.39  -0.893
19 H -1.28 6.81 1.87  0.388
20 H -0.53 5.38 2.60  0.399
21 H -1.02 5.37 0.89  0.391
22 H 0.56 8.22 2.51  0.390
23 H 1.27 6.82 3.33  0.397
24 H 2.22 7.73 2.15  0.394
25 H -0.06 8.10 0.21  0.399
26 H 1.61 7.68 -0.19  0.399
27 H 0.28 6.66 -0.75  0.373
28 H 1.87 4.92 2.13  0.513
29 H 2.65 5.81 0.83  0.397
30 H 0.58 4.58 -0.56  0.172
31 H 2.21 3.97 -0.40  0.448
32 H 1.54 2.63 1.58  0.369
33 H -0.13 3.17 1.40  0.267
34 H -0.21 2.18 -0.88  0.358
35 H 1.47 1.67 -0.72  0.342
36 H -0.84 0.74 1.05  0.354
37 H 0.84 0.25 1.23  0.374
38 H 0.81 -0.74 -1.05  0.354
39 H -0.88 -0.25 -1.24  0.372
40 H 0.18 -2.17 0.88  0.358
41 H -1.50 -1.67 0.71  0.341
42 H 0.12 -3.16 -1.40  0.267
43 H -1.55 -2.63 -1.59  0.368
44 H -0.59 -4.58 0.56  0.170
45 H -2.22 -3.98 0.39  0.451
46 H -1.87 -4.93 -2.14  0.512
47 H -2.64 -5.83 -0.83  0.396
48 H 0.54 -5.37 -2.59  0.399
49 H 1.30 -6.80 -1.86  0.388
50 H 1.02 -5.35 -0.88  0.391
51 H -0.27 -6.65 0.76  0.374
52 H -1.59 -7.68 0.20  0.399
53 H 0.09 -8.09 -0.20  0.399
54 H -2.19 -7.75 -2.15  0.395
55 H -1.25 -6.83 -3.33  0.396
56 H -0.52 -8.22 -2.51  0.391

Results
LUMO level = -3.787 eV
DFT total energy = -741.42312 Eh
HOMO energy = -15.58 eV
Total charge = +2
SMILES = C[N+](C)(C)CCCCCCCCCC[N+](C)(C)C

=====

[2]
Density functional theory data (the ωB97M-V functional and the def2-TZVPD basis) for C14H26Si2 in the gas phase at a distorted geometry.

Last column: Mulliken charge in e.
Cartesian coordinates (Å):
1 C -1.02 -3.18 3.67  -1.198
2 Si -0.12 -3.02 2.11  0.441
3 C -1.13 -3.40 0.51  -1.072
4 C 1.31 -4.20 2.20  -1.142
5 C 0.34 -1.25 1.99  -0.840
6 C -0.55 -0.25 1.28  -0.044
7 C -1.84 0.09 1.68  -0.212
8 C -2.61 1.02 1.03  -0.947
9 C -2.13 1.52 -0.20  -0.557
10 C -0.93 1.02 -0.70  0.558
11 C -0.51 1.36 -2.13  -1.336
12 Si 0.89 2.62 -2.43  0.463
13 C 1.66 3.19 -0.85  -1.210
14 C 2.30 1.95 -3.42  -1.299
15 C 0.35 4.05 -3.42  -1.037
16 C -0.16 0.17 0.05  0.145
17 H -2.03 -2.81 3.58  0.339
18 H -0.96 -4.23 4.10  0.281
19 H -0.62 -2.65 4.44  0.470
20 H -1.54 -2.43 0.16  0.285
21 H -0.61 -4.03 -0.30  0.267
22 H -1.94 -4.01 0.84  0.385
23 H 1.94 -3.68 2.97  0.273
24 H 1.84 -4.25 1.27  0.319
25 H 1.17 -5.19 2.57  0.380
26 H 0.45 -0.88 3.05  0.377
27 H 1.30 -1.19 1.51  0.500
28 H -2.23 -0.30 2.62  0.316
29 H -3.58 1.28 1.44  0.428
30 H -2.88 1.99 -0.82  0.329
31 H -0.37 0.53 -2.81  0.502
32 H -1.34 1.91 -2.55  0.440
33 H 1.02 3.81 -0.26  0.367
34 H 2.50 3.77 -1.25  0.355
35 H 2.15 2.46 -0.22  0.378
36 H 2.44 2.32 -4.39  0.420
37 H 2.50 0.90 -3.55  0.407
38 H 3.14 2.28 -2.81  0.324
39 H 1.29 4.59 -3.62  0.278
40 H -0.09 3.66 -4.32  0.344
41 H -0.21 4.63 -2.60  0.259
42 H 0.80 -0.18 -0.44  0.262

Results
LUMO level = 0.829 eV
DFT total energy = -1128.04347 Eh
HOMO energy = -8.57 eV
SMILES = C[Si](C)(C)Cc1cccc(C[Si](C)(C)C)c1

=====

[3]
Density functional theory data (the ωB97M-V functional and the def2-TZVPD basis) for C52H44BN7O3SZr as an isolated structure at a distorted geometry.

Last column: Mulliken charge in e.
Cartesian coordinates (Å):
1 Zr -0.25 0.22 -0.02  -0.850
2 C -0.74 3.00 3.61  -1.814
3 C -0.10 2.56 2.45  -0.633
4 N -0.76 1.53 1.91  1.791
5 N -1.81 1.29 2.71  -0.243
6 C -1.82 2.16 3.73  -0.321
7 B -2.73 0.07 2.50  -0.108
8 N -1.82 -1.16 2.63  -0.664
9 C -1.75 -2.02 3.65  -0.361
10 C -0.71 -2.89 3.40  -1.721
11 C -0.20 -2.47 2.17  -0.525
12 N -0.88 -1.42 1.72  1.447
13 N -3.31 0.16 1.09  -0.485
14 C -4.60 0.13 0.74  -0.367
15 C -4.69 0.41 -0.61  -1.775
16 C -3.37 0.59 -1.01  -0.930
17 N -2.55 0.43 0.02  2.145
18 H -0.46 3.82 4.24  0.542
19 H 0.80 2.94 2.02  0.576
20 H -2.58 2.12 4.49  0.527
21 H -3.59 0.05 3.32  -0.136
22 H -2.42 -1.95 4.48  0.484
23 H -0.38 -3.71 4.01  0.561
24 H 0.63 -2.88 1.63  0.853
25 H -5.37 -0.07 1.45  0.468
26 H -5.58 0.47 -1.21  0.497
27 H -2.98 0.87 -1.98  0.688
28 O -0.50 1.76 -1.17  1.054
29 C 0.21 2.92 -1.26  2.655
30 C 1.71 2.65 -0.87  -0.559
31 C 2.25 1.56 -1.73  -0.434
32 C 3.23 1.80 -2.69  -0.731
33 C 3.76 0.73 -3.39  -1.020
34 C 3.27 -0.53 -3.13  -0.692
35 C 2.23 -0.69 -2.21  -0.186
36 C 1.61 -2.03 -1.95  -1.854
37 C 0.05 -2.01 -2.14  1.832
38 O -0.54 -1.36 -1.08  -0.192
39 C -0.40 -3.49 -2.16  -0.265
40 C -0.35 -4.26 -3.31  -0.405
41 C -0.77 -5.58 -3.29  -0.970
42 C -1.23 -6.15 -2.11  -0.618
43 C -1.28 -5.39 -0.96  -1.133
44 C -0.87 -4.07 -0.98  -0.432
45 C -0.39 -1.37 -3.45  0.002
46 C 0.41 -1.18 -4.57  0.270
47 C -0.13 -0.63 -5.72  -0.914
48 C -1.47 -0.27 -5.77  -0.735
49 C -2.27 -0.48 -4.67  -0.628
50 C -1.74 -1.04 -3.52  -0.710
51 N 1.74 0.34 -1.52  1.348
52 C -0.42 3.98 -0.33  -0.022
53 C -1.78 3.87 -0.08  -0.806
54 C -2.42 4.74 0.78  -0.749
55 C -1.71 5.76 1.38  -0.699
56 C -0.36 5.90 1.12  -1.073
57 C 0.28 5.02 0.27  0.244
58 C 0.19 3.48 -2.69  -0.472
59 C 0.82 4.68 -3.00  -0.301
60 C 0.80 5.17 -4.29  -0.997
61 C 0.15 4.47 -5.29  -0.680
62 C -0.48 3.28 -4.99  -0.950
63 C -0.45 2.78 -3.70  0.436
64 H 1.72 2.30 0.17  -0.108
65 H 2.32 3.55 -0.99  1.125
66 H 3.59 2.80 -2.86  0.545
67 H 4.54 0.88 -4.12  0.446
68 H 3.68 -1.40 -3.62  0.620
69 H 1.75 -2.29 -0.89  0.407
70 H 2.06 -2.80 -2.58  0.579
71 H 0.00 -3.83 -4.23  0.428
72 H -0.73 -6.17 -4.20  0.431
73 H -1.54 -7.19 -2.10  0.388
74 H -1.64 -5.83 -0.04  0.472
75 H -0.93 -3.46 -0.09  0.476
76 H 1.44 -1.48 -4.58  0.501
77 H 0.49 -0.50 -6.60  0.446
78 H -1.88 0.16 -6.68  0.483
79 H -3.32 -0.24 -4.71  0.434
80 H -2.35 -1.26 -2.66  0.734
81 H -2.32 3.07 -0.56  0.376
82 H -3.48 4.64 0.96  0.460
83 H -2.21 6.44 2.06  0.416
84 H 0.19 6.72 1.57  0.423
85 H 1.34 5.15 0.11  0.341
86 H 1.31 5.26 -2.23  0.333
87 H 1.30 6.10 -4.52  0.428
88 H 0.13 4.85 -6.30  0.425
89 H -0.99 2.72 -5.76  0.468
90 H -0.93 1.84 -3.45  -0.083
91 C 1.39 -4.38 6.79  -0.368
92 C 2.66 -4.49 7.57  0.471
93 O 2.88 -5.34 8.39  -0.558
94 S 3.92 -3.26 7.30  -0.101
95 C 3.38 -2.40 5.81  -0.557
96 C 3.65 -2.97 4.57  -0.302
97 C 3.22 -2.32 3.43  -0.321
98 C 2.54 -1.10 3.50  0.157
99 C 2.30 -0.55 4.77  -0.579
100 C 2.72 -1.19 5.91  -0.279
101 C 2.05 -0.48 2.33  0.237
102 C 1.58 -0.03 1.30  -0.562
103 H 1.12 -5.37 6.42  0.321
104 H 1.46 -3.68 5.96  -0.071
105 H 0.60 -4.05 7.47  0.303
106 H 4.16 -3.91 4.52  0.438
107 H 3.41 -2.77 2.46  0.521
108 H 1.76 0.39 4.83  0.539
109 H 2.53 -0.77 6.89  0.457

Results
LUMO level = 0.240 eV
DFT total energy = -3087.30435 Eh
HOMO energy = -8.22 eV